Entry 1:
# C30H26BrGeN3O2RhS

C30H26BrGeN3O2RhS as an isolated structure at a distorted geometry (wB97M-V/def2-TZVPD, OMol25).

**Calculated total energy**: -180483.157 eV
**Energy relative to the best compared isomer or geometry (same formula, charge and spin)**: 271.2 kJ/mol
**LUMO energy (spin up / spin down)**: -0.321 / -0.330 hartree
**Maximum force**: 4.2 eV Å⁻¹
**Highest occupied orbital energy (spin up / spin down)**: -13.38 / -13.39 eV
**Kohn-Sham gap (spin up / spin down)**: 4.6 / 4.4 eV

Structure (ORCA input):
```
! RIJCOSX wB97M-V def2-TZVPD def2/J DEFGRID3
* xyz 2 2
Rh -0.52996 -0.12374 0.37587
Br -3.03237 -1.91571 0.48489
C -1.76424 -2.64308 -0.72774
C -1.94823 -3.74935 -1.52393
C -0.87732 -4.12991 -2.33292
C 0.31613 -3.41312 -2.31935
C 0.40241 -2.32798 -1.47246
N -0.62310 -1.96730 -0.71158
C 1.64881 -1.45624 -1.23628
O 2.66625 -1.72091 -1.81388
O 1.45023 -0.50771 -0.37163
H -2.87982 -4.29624 -1.51162
H -0.97534 -5.00494 -2.96202
H 1.16341 -3.68644 -2.93252
N 1.33602 -1.97085 2.49991
C 1.47193 -0.65000 2.63904
S 0.00793 0.29178 2.58896
N 2.68380 -0.16093 2.81886
C 3.19334 1.15290 3.05552
C 2.44518 2.22446 3.53671
C 3.05771 3.44718 3.75332
C 4.41460 3.60623 3.51413
C 5.16413 2.53180 3.05930
C 4.55981 1.31063 2.83052
H 0.41426 -2.37050 2.46262
H 2.12056 -2.60025 2.58792
H 3.43381 -0.83549 2.71431
H 1.40282 2.10606 3.77492
H 2.47373 4.27514 4.13043
H 4.88661 4.56250 3.69075
H 6.22513 2.64448 2.88634
H 5.14866 0.47621 2.46550
C -0.77286 3.69079 0.31122
Ge -1.18780 2.00625 -0.63894
C -0.67782 2.32662 -2.56074
C 0.27437 1.52127 -3.17753
C 0.71265 1.84206 -4.45636
C 0.16637 2.93196 -5.11577
C -0.78187 3.73006 -4.49105
C -1.22602 3.41779 -3.21208
C -3.17085 1.84164 -0.82575
C -3.94121 2.70610 -0.07265
C -5.32164 2.49229 0.05598
C -5.92174 1.44636 -0.59658
C -5.17517 0.56395 -1.40991
C -5.77975 -0.51357 -2.09591
C -5.04935 -1.32432 -2.92232
C -3.66812 -1.11376 -3.07350
C -3.04819 -0.09317 -2.40055
C -3.77079 0.77142 -1.54978
H -1.27220 4.50579 -0.21093
H 0.30326 3.85549 0.27446
H -1.08184 3.66689 1.35521
H 0.70263 0.66896 -2.66264
H 1.47594 1.23510 -4.92550
H 0.46791 3.15082 -6.13136
H -1.18898 4.59560 -4.99589
H -1.98575 4.03194 -2.74220
H -3.48820 3.54421 0.44182
H -5.90292 3.16344 0.67384
H -6.99205 1.30170 -0.51467
H -6.83824 -0.69323 -1.95248
H -5.53403 -2.12136 -3.46993
H -3.09597 -1.75255 -3.73473
H -1.99126 0.09434 -2.55857
*
```


Entry 2:
# C26H51N3O5PS2

A 3-piece molecular cluster, C26H51N3O5PS2 overall at a distorted geometry (wB97M-V/def2-TZVPD, OMol25).

**Calculated total energy**: -73449.282 eV
**Energy relative to the best compared isomer or geometry (same formula, charge and spin)**: 0.0 kJ/mol
**LUMO energy**: -0.080 hartree
**Maximum force**: 2.2 eV Å⁻¹
**Highest occupied orbital energy**: -11.25 eV
**Kohn-Sham gap**: 9.1 eV

Structure (ORCA input):
```
! RIJCOSX wB97M-V def2-TZVPD def2/J DEFGRID3
* xyz 1 1
C -1.59615 3.53170 0.69731
C -2.57910 2.88317 0.09571
N -2.23940 1.78130 -0.77572
C -1.99636 1.81865 -2.13289
C -2.02577 2.97898 -3.09169
C -2.94139 4.17476 -2.73846
C -2.24143 5.30318 -1.92089
C -1.68096 0.52214 -2.45343
P -1.23426 -0.17605 -4.11977
C -2.20953 -1.75732 -4.29983
O -1.89909 0.79877 -5.27115
N -1.74333 -0.21157 -1.29047
C -1.43658 -1.64494 -1.11306
C -0.10779 -1.76529 -0.30523
C 0.79944 -2.91827 -0.79079
C 2.21694 -2.36821 -1.06074
C 2.28993 -1.69659 -2.45713
C 2.28104 -2.78450 -3.55554
C -2.11690 0.54466 -0.25841
N -2.31887 0.15941 1.03701
C -3.59698 -0.54862 1.29089
C -4.86669 0.33351 1.28127
C -5.96567 -0.32794 0.39018
H -0.57730 3.19834 0.52520
H -1.81231 4.39689 1.31211
H -3.60149 3.20347 0.24684
H -1.00220 3.35587 -3.18593
H -2.31642 2.62867 -4.07439
H -3.23909 4.64286 -3.67851
H -3.87331 3.86623 -2.25987
H -2.75904 5.39204 -0.96595
H -2.26966 6.26088 -2.43240
H -1.22517 5.01277 -1.65279
H -1.46737 -2.55472 -4.31818
H -2.89389 -1.91896 -3.46433
H -2.78556 -1.73251 -5.22354
H -2.85808 0.87991 -5.16031
H -2.21831 -2.13788 -0.54028
H -1.32885 -2.14335 -2.06861
H -0.31185 -1.79651 0.76291
H 0.43381 -0.83290 -0.49287
H 0.42559 -3.42284 -1.68234
H 0.92496 -3.63802 0.02053
H 2.98003 -3.14623 -0.93975
H 2.46085 -1.58397 -0.33375
H 1.40989 -1.04678 -2.52862
H 3.19540 -1.09103 -2.50030
H 1.92741 -3.73705 -3.15917
H 3.30307 -2.94521 -3.89993
H 1.65468 -2.49624 -4.40176
H -2.14780 0.91417 1.68855
H -3.53331 -1.03095 2.26610
H -3.72025 -1.30651 0.52082
H -5.28250 0.47982 2.27883
H -4.70640 1.32686 0.86254
H -5.86700 -1.41195 0.35301
H -5.80628 0.04393 -0.62606
H -6.93934 0.00068 0.74620
C 8.18492 -4.07722 0.98836
C 7.75218 -2.84840 0.17853
C 6.68070 -3.30983 -0.81712
S 5.87211 -4.72701 -0.06274
O 6.14806 -5.89377 -0.85736
O 4.52326 -4.36963 0.30903
C 6.89496 -4.77758 1.40360
H 8.78435 -3.80044 1.85417
H 8.78408 -4.74087 0.36127
H 7.33110 -2.09884 0.85206
H 8.59355 -2.38794 -0.33715
H 5.93911 -2.53690 -1.00637
H 7.12003 -3.63970 -1.75678
H 7.04126 -5.81062 1.71030
H 6.37853 -4.22270 2.18672
C -1.00888 1.70586 5.01263
C -1.34163 2.60864 6.20676
C -0.55270 3.91332 6.03077
S -0.32154 4.12861 4.26319
O 1.08075 4.02721 3.96164
O -1.12118 5.23444 3.79955
C -1.11401 2.59726 3.77871
H -1.68341 0.85204 4.94950
H 0.00968 1.32435 5.11019
H -2.41217 2.82417 6.21342
H -1.09943 2.12930 7.15354
H -1.09274 4.77103 6.42360
H 0.43244 3.85296 6.48922
H -0.61167 2.18650 2.90446
H -2.15573 2.82503 3.54518
*
```


Entry 3:
# C43H101BClN11O16P3

A 11-piece molecular cluster, C43H101BClN11O16P3 overall at a distorted geometry (wB97M-V/def2-TZVPD, OMol25).

**Calculated total energy**: -136453.335 eV
**LUMO energy**: 0.046 hartree
**Maximum force**: 1.8 eV Å⁻¹
**Highest occupied orbital energy**: -3.68 eV
**Kohn-Sham gap**: 4.9 eV

Structure (ORCA input):
```
! RIJCOSX wB97M-V def2-TZVPD def2/J DEFGRID3
* xyz -1 1
C -9.74551 -9.02993 -2.87253
O -8.59811 -9.34694 -3.63430
C -8.07839 -8.18132 -4.27060
C -6.73930 -8.47666 -4.89257
C -5.82122 -7.25818 -5.00417
C -6.49071 -5.97200 -5.50199
C -5.82416 -4.74890 -4.82638
C -4.71380 -4.04305 -5.60867
C -4.71363 -2.56334 -5.15654
C -3.32690 -1.96444 -4.86164
C -3.29093 -1.12065 -3.57530
C -3.64964 0.34827 -3.79011
P -2.20256 1.44268 -4.32180
O -1.84018 0.97658 -5.87118
Cl -0.57152 0.63760 -3.25656
O -4.74987 0.48092 -4.64238
B -5.95678 0.35814 -3.76477
P -7.61505 1.13725 -4.45140
N -8.79115 -0.04259 -3.97413
O -7.99200 2.45260 -3.43817
O -5.52279 0.67524 -2.36497
C -4.20936 1.11760 -2.53942
P -3.12135 1.33552 -1.08298
C -3.10508 -0.18230 -0.04994
O -3.91706 2.50722 -0.16359
H -10.43340 -9.86939 -2.84500
H -10.27062 -8.18843 -3.32132
H -9.45387 -8.78345 -1.85164
H -8.04488 -7.35892 -3.55217
H -8.78101 -7.89593 -5.05888
H -6.24538 -9.18789 -4.23152
H -6.86478 -9.00952 -5.82992
H -5.05678 -7.52218 -5.73391
H -5.29303 -7.12843 -4.06314
H -7.54167 -5.90962 -5.23748
H -6.35551 -5.82961 -6.56808
H -5.38823 -5.06026 -3.87982
H -6.59418 -4.02480 -4.58533
H -3.74129 -4.47869 -5.40398
H -4.93163 -4.14883 -6.66842
H -5.20134 -1.95324 -5.90713
H -5.26928 -2.53142 -4.23585
H -3.00266 -1.37557 -5.71657
H -2.63232 -2.79634 -4.76712
H -2.27620 -1.21027 -3.19487
H -3.94203 -1.56690 -2.82634
H -1.26848 0.18999 -5.81922
H -6.25954 -0.83897 -3.71496
H -8.32795 -0.91398 -3.72838
H -9.39113 -0.24936 -4.75931
H -7.14621 2.74410 -3.06303
H -4.27667 2.15375 -2.92166
H -4.03641 -0.30431 0.49664
H -2.85393 -1.06955 -0.61929
H -2.34040 -0.04635 0.70387
H -4.72313 2.74123 -0.65301
C -4.47018 -7.25083 0.04301
C -4.35065 -8.15821 -1.16221
O -4.43708 -7.75546 -2.31245
N -4.11909 -9.48152 -0.93156
C -3.97669 -10.15438 0.34282
H -4.63148 -6.21482 -0.27601
H -5.30372 -7.56184 0.67723
H -3.54228 -7.28654 0.61727
H -4.04409 -10.02994 -1.77352
H -2.99496 -10.62937 0.40308
H -4.74195 -10.92757 0.44041
H -4.07856 -9.45398 1.16423
C -6.74194 -3.26539 -1.11973
C -5.49436 -3.44013 -0.29557
O -4.63248 -4.27027 -0.56580
N -5.34196 -2.62835 0.77946
C -6.23640 -1.58709 1.24979
H -6.72146 -3.97780 -1.93218
H -7.63001 -3.44980 -0.51167
H -6.78628 -2.25725 -1.53676
H -4.48656 -2.78960 1.28748
H -5.71604 -0.62861 1.24751
H -6.55485 -1.80941 2.27074
H -7.11249 -1.50931 0.61624
C 3.94334 3.27608 -6.21678
C 2.74712 2.35338 -6.15900
O 2.63290 1.39751 -6.91661
N 1.80564 2.62708 -5.22849
C 1.80076 3.71040 -4.25866
H 4.60822 2.93240 -7.00424
H 3.62935 4.29608 -6.44198
H 4.47877 3.26417 -5.26650
H 1.02977 1.98169 -5.23108
H 1.77031 3.29327 -3.25412
H 0.91187 4.32815 -4.41074
H 2.68531 4.32478 -4.35141
C -3.20014 2.22604 3.04102
C -2.14836 1.21820 3.42627
O -2.25234 0.03537 3.13280
N -1.06462 1.66575 4.11368
C -0.76356 3.02287 4.54786
H -3.98748 1.72097 2.49270
H -3.63322 2.68432 3.93203
H -2.77139 2.99280 2.39586
H -0.40354 0.93730 4.33000
H 0.17941 3.33880 4.09603
H -0.65545 3.04192 5.63273
H -1.54587 3.71360 4.25530
C 1.29759 0.70987 -0.00509
C 2.76215 0.69921 0.34777
O 3.38212 1.72952 0.55268
N 3.38875 -0.50835 0.42122
C 2.82101 -1.82524 0.20244
H 0.94914 1.73729 -0.02720
H 1.13752 0.26960 -0.98945
H 0.71976 0.16032 0.74061
H 4.36661 -0.43961 0.65550
H 2.93580 -2.43130 1.10381
H 3.34378 -2.32062 -0.61788
H 1.76709 -1.75930 -0.04361
C 1.08253 3.66284 9.79301
C 0.55655 3.11883 8.48599
O -0.24484 3.73654 7.80449
N 1.01051 1.90124 8.08619
C 1.95591 1.02815 8.75611
H 0.62990 4.63291 9.97082
H 0.82276 2.99807 10.61760
H 2.16565 3.78331 9.75028
H 0.62049 1.59542 7.20878
H 2.81584 0.85078 8.10822
H 1.48172 0.06956 8.97307
H 2.30149 1.46682 9.68548
C 5.53661 1.92945 -1.61740
C 5.42882 3.21989 -2.37938
O 4.34859 3.68435 -2.71767
N 6.58933 3.85863 -2.69149
C 7.94263 3.44450 -2.36846
H 4.54010 1.54768 -1.44748
H 6.10346 1.19849 -2.19622
H 6.01793 2.08570 -0.65441
H 6.45565 4.71468 -3.20548
H 8.42866 4.21462 -1.76504
H 8.51635 3.31196 -3.28850
H 7.94435 2.51094 -1.81328
C 7.72134 0.66548 2.07878
C 8.09329 -0.06106 0.81046
O 8.04943 0.47862 -0.28483
N 8.48460 -1.36192 0.91450
C 8.59704 -2.16901 2.11359
H 7.42579 1.67606 1.83461
H 6.88228 0.17497 2.57255
H 8.57275 0.70467 2.75986
H 8.71648 -1.78489 0.02971
H 9.62510 -2.51835 2.22867
H 7.94266 -3.03948 2.03615
H 8.31950 -1.59877 2.99298
C 5.58746 5.15079 3.10395
C 6.58960 4.15271 3.63068
O 6.45299 2.95207 3.44710
N 7.65670 4.63513 4.31807
C 7.98088 6.02021 4.62755
H 4.80335 4.61134 2.58102
H 5.14057 5.71467 3.92383
H 6.06357 5.84021 2.40590
H 8.28414 3.91601 4.64033
H 8.94950 6.27489 4.20575
H 8.03325 6.14687 5.70891
H 7.23305 6.69577 4.22756
C 11.23501 10.06268 6.10927
C 10.04092 9.14399 6.20660
O 9.88973 8.19691 5.45183
N 9.12399 9.40784 7.17481
C 9.13286 10.47822 8.15476
H 11.86748 9.72333 5.29555
H 10.91667 11.08502 5.90281
H 11.81212 10.04138 7.03438
H 8.35298 8.75909 7.18463
H 9.12985 10.05632 9.16111
H 8.24062 11.09470 8.03484
H 10.00985 11.10511 8.04019
*
```


> Which of these has the highest maximum force?

C30H26BrGeN3O2RhS


> Which value of maximum force does entry 3 give?

1.8 eV Å⁻¹


> Look up the calculated total energy of the second one.

-73449.282 eV


> What is the formula in the second record?

C26H51N3O5PS2